The following is a quantum chemistry calculation of a 2-piece molecular cluster, CH4O2S overall in a non-equilibrium geometry, from the Open Molecules 2025 dataset.

Structure (XYZ):
```
8
Properties=species:S:1:pos:R:3:nbo_charge:R:1
C 0.90 -0.98 0.95 -0.850
O -0.92 2.57 -2.15 -0.822
O -2.31 0.69 -1.48 -0.822
S -1.27 1.61 -1.14 1.647
H 0.84 0.10 0.83 0.200
H 1.52 -1.20 1.81 0.217
H 1.34 -1.41 0.07 0.214
H -0.09 -1.38 1.11 0.215
```

E_LUMO	-1.20	eV
HOMO energy	-12.09	eV
F_max	1.1	eV/A
E_tot	-16031.56929	eV
total charge	0
energy relative to the best compared isomer or geometry (same formula, charge and spin)	48.8	kJ/mol

=====

The following is a quantum chemistry calculation of a 2-piece molecular cluster, C3H9N3O3 overall in a non-equilibrium geometry, from the Open Molecules 2025 dataset.

Structure (XYZ):
```
18
Properties=species:S:1:pos:R:3:nbo_charge:R:1
C -1.68 -0.68 -0.23 -0.727
C -0.77 0.50 -0.04 0.694
O -0.55 1.36 -0.87 -0.676
N -0.09 0.55 1.16 -0.150
C 0.67 1.70 1.58 -0.433
O -0.27 -0.43 2.10 -0.544
H -1.08 -1.53 -0.54 0.259
H -2.40 -0.45 -1.02 0.242
H -2.17 -0.95 0.71 0.240
H 0.15 2.20 2.40 0.202
H 0.77 2.37 0.73 0.248
H 1.66 1.40 1.92 0.198
H 0.49 -1.10 1.99 0.472
H 1.63 -2.58 -1.28 0.348
N 1.21 -1.65 -1.30 -0.472
N 1.38 -1.15 -2.43 0.145
O 0.62 -0.10 -2.83 -0.537
H 0.42 0.54 -2.09 0.492
```

E_LUMO	0.57	eV
HOMO energy	-9.56	eV
F_max	2.4	eV/A
E_tot	-13865.93191	eV
total charge	0
energy relative to the best compared isomer or geometry (same formula, charge and spin)	494.2	kJ/mol

=====

The following is a quantum chemistry calculation of C9H13NS in the gas phase in a non-equilibrium geometry, from the Open Molecules 2025 dataset.

Structure (XYZ):
```
24
Properties=species:S:1:pos:R:3:nbo_charge:R:1
C -2.52 1.13 -0.25 -0.223
C -2.14 0.79 1.04 -0.188
C -1.90 0.58 -1.43 -0.251
C -1.25 -0.36 1.18 -0.267
C -0.81 -0.20 -1.32 -0.178
C -0.40 -0.83 -0.01 -0.223
C -1.48 -1.80 0.50 -0.419
C 2.14 0.71 -0.07 -0.723
C 2.70 1.55 1.04 -0.619
N 1.93 -1.59 -1.19 -1.000
S 1.60 -0.81 0.29 0.965
H -3.25 1.87 -0.51 0.208
H -2.35 1.54 1.78 0.223
H -2.26 0.81 -2.40 0.215
H -0.80 -0.50 2.11 0.225
H -0.20 -0.47 -2.15 0.227
H -1.37 -2.78 0.98 0.234
H -2.28 -1.79 -0.33 0.224
H 1.65 1.17 -0.89 0.210
H 2.68 0.72 1.83 0.200
H 3.73 1.83 0.81 0.203
H 2.05 2.42 1.23 0.201
H 1.64 -2.53 -0.98 0.365
H 2.92 -1.46 -1.27 0.390
```

E_LUMO	0.60	eV
HOMO energy	-7.10	eV
F_max	3.9	eV/A
E_tot	-21863.77082	eV
total charge	0
energy relative to the best compared isomer or geometry (same formula, charge and spin)	474.4	kJ/mol

=====

The following is a quantum chemistry calculation of C33H39CuN3OP2S2 as an isolated structure, from the Open Molecules 2025 dataset.

Structure (XYZ):
```
81
Properties=species:S:1:pos:R:3:mulliken_spin:R:1
Cu -0.31 0.16 0.60 0.415
C 3.62 -0.39 2.37 0.001
N 2.30 -0.20 1.77 -0.017
P 0.86 0.09 2.58 0.193
C 0.93 1.72 3.33 0.027
C 0.01 2.08 4.32 0.015
C 0.00 3.38 4.82 -0.009
C 0.91 4.31 4.33 0.025
C 1.82 3.96 3.34 -0.012
C 1.83 2.67 2.84 0.013
C 0.63 -1.13 3.87 0.040
C 1.17 -0.93 5.14 -0.005
C 1.06 -1.93 6.09 0.000
C 0.41 -3.12 5.77 0.003
C -0.12 -3.32 4.51 -0.002
C -0.01 -2.32 3.55 -0.001
P 1.93 -0.15 0.12 0.143
C 2.44 -1.74 -0.56 0.017
C 2.79 -1.85 -1.90 0.018
C 3.11 -3.10 -2.43 -0.007
C 3.06 -4.23 -1.62 0.018
C 2.70 -4.12 -0.29 -0.011
C 2.38 -2.88 0.25 0.002
C 2.96 1.10 -0.66 0.025
C 4.33 0.91 -0.80 -0.002
C 5.12 1.92 -1.32 0.002
C 4.54 3.12 -1.71 0.000
C 3.17 3.31 -1.59 0.001
C 2.37 2.30 -1.06 0.006
H 3.50 -0.73 3.40 -0.002
H 4.19 0.53 2.36 0.001
H 4.16 -1.16 1.82 -0.001
H -0.69 1.35 4.71 0.003
H -0.70 3.65 5.59 0.000
H 0.91 5.32 4.73 0.001
H 2.53 4.69 2.97 0.000
H 2.53 2.40 2.06 0.006
H 1.66 0.00 5.40 0.002
H 1.47 -1.79 7.08 0.000
H 0.33 -3.90 6.52 0.000
H -0.63 -4.24 4.27 0.000
H -0.44 -2.46 2.57 -0.006
H 2.84 -0.98 -2.54 0.002
H 3.39 -3.18 -3.47 0.000
H 3.31 -5.19 -2.04 0.001
H 2.67 -5.00 0.34 0.000
H 2.10 -2.80 1.29 0.002
H 4.79 -0.03 -0.51 0.001
H 6.19 1.78 -1.42 0.000
H 5.15 3.91 -2.13 0.000
H 2.72 4.24 -1.92 0.000
H 1.30 2.43 -0.98 -0.026
S -2.35 -0.71 1.17 0.087
C -3.18 -1.06 -0.31 0.001
N -2.74 -0.65 -1.49 -0.007
C -3.43 -0.96 -2.75 -0.001
C -4.92 -1.11 -2.49 0.000
C -5.13 -2.13 -1.38 0.002
N -4.29 -1.78 -0.23 0.001
H -1.93 -0.04 -1.50 0.020
H -3.01 -1.88 -3.17 0.000
H -3.23 -0.15 -3.45 0.000
H -5.43 -1.44 -3.39 0.000
H -5.34 -0.15 -2.19 0.000
H -4.88 -3.13 -1.72 0.000
H -6.17 -2.13 -1.05 0.000
H -4.56 -2.08 0.69 -0.001
O -0.90 1.60 -0.74 0.011
S -2.13 2.49 -0.43 0.003
C -1.84 3.95 -1.49 0.001
C -1.27 5.08 -0.62 0.001
C -0.68 4.45 0.64 -0.001
C -1.70 3.40 1.07 0.003
H -2.78 4.20 -1.97 0.001
H -1.15 3.58 -2.25 0.000
H -2.06 5.77 -0.35 0.000
H -0.52 5.64 -1.18 0.000
H -0.53 5.18 1.43 0.000
H 0.28 3.97 0.44 -0.001
H -2.63 3.84 1.43 0.000
H -1.35 2.67 1.80 -0.002
```

E_LUMO (spin up / spin down)	-4.58 / -7.13	eV
HOMO energy (spin up / spin down)	-13.25 / -13.97	eV
F_max	0.1	eV/A
<S²>	0.7570
E_tot	-126249.20473	eV
multiplicity	2
total charge	+2
energy relative to the best compared isomer or geometry (same formula, charge and spin)	0.0	kJ/mol

=====

The following is a quantum chemistry calculation of a 2-piece molecular cluster, C4H5N overall in a non-equilibrium geometry, from the Open Molecules 2025 dataset.

Structure (XYZ):
```
10
Properties=species:S:1:pos:R:3:nbo_charge:R:1
C 0.62 -0.96 1.08 -0.228
C -0.20 -0.09 0.77 -0.019
C -0.80 1.21 0.71 -0.693
H 1.00 -1.89 0.93 0.225
H -1.92 1.21 0.24 0.230
H -0.24 1.83 0.05 0.241
H -0.82 1.61 1.70 0.251
C 0.89 -0.99 -2.02 0.081
N 1.96 -1.08 -2.46 -0.311
H -0.02 -0.86 -1.56 0.223
```

E_LUMO	0.74	eV
HOMO energy	-10.30	eV
F_max	4.5	eV/A
E_tot	-5715.63880	eV
total charge	0
energy relative to the best compared isomer or geometry (same formula, charge and spin)	309.5	kJ/mol

=====

The following is a quantum chemistry calculation of a 2-piece molecular cluster, H4S4 overall, from the Open Molecules 2025 dataset.

Structure (XYZ):
```
8
Properties=species:S:1:pos:R:3:nbo_charge:R:1
S -2.55 -0.94 0.40 -0.129
S -2.02 1.06 0.58 -0.126
H -2.29 -1.09 -0.92 0.128
H -3.04 1.59 -0.13 0.126
S 1.68 0.69 0.11 -0.121
S 2.41 -1.16 -0.50 -0.133
H 2.16 0.68 1.37 0.128
H 3.65 -0.82 -0.91 0.126
```

E_LUMO	0.17	eV
HOMO energy	-9.20	eV
F_max	0.7	eV/A
E_tot	-43405.52764	eV
total charge	0
energy relative to the best compared isomer or geometry (same formula, charge and spin)	7.3	kJ/mol

=====

The following is a quantum chemistry calculation of C7H10 in the gas phase in a non-equilibrium geometry, from the Open Molecules 2025 dataset.

Structure (XYZ):
```
17
Properties=species:S:1:pos:R:3:nbo_charge:R:1
C 0.03 1.99 -0.02 -0.642
C -0.05 0.42 0.06 -0.001
C -1.30 -0.28 -0.55 -0.451
C -0.38 -1.46 -0.83 -0.230
C 0.63 -1.51 0.36 -0.230
C 0.30 -0.36 1.31 -0.394
C 0.82 -0.57 -0.80 -0.251
H -0.54 2.48 0.79 0.219
H 1.09 2.18 0.10 0.220
H -0.26 2.54 -0.95 0.220
H -2.18 -0.49 0.08 0.194
H -1.23 0.75 -1.01 0.264
H -0.50 -2.39 -1.41 0.227
H 1.25 -2.37 0.61 0.226
H -0.51 -0.49 2.05 0.195
H 1.19 0.07 1.76 0.204
H 1.61 -0.44 -1.53 0.230
```

E_LUMO	1.06	eV
HOMO energy	-9.18	eV
F_max	3.9	eV/A
E_tot	-7416.93402	eV
total charge	0
energy relative to the best compared isomer or geometry (same formula, charge and spin)	395.7	kJ/mol

=====

The following is a quantum chemistry calculation of CH3IN4 in the gas phase in a non-equilibrium geometry, from the Open Molecules 2025 dataset.

Structure (XYZ):
```
9
Properties=species:S:1:pos:R:3:nbo_charge:R:1
C -0.65 -0.14 0.52 -0.160
N -0.61 1.35 0.48 -0.134
N -0.01 2.06 -0.20 -0.001
N -0.07 -0.73 -0.62 -0.388
N 1.14 -0.46 -1.07 -0.414
I 2.65 -0.49 0.27 0.246
H -0.08 -0.39 1.43 0.233
H -1.69 -0.42 0.63 0.228
H -0.68 -0.79 -1.44 0.389
```

E_LUMO (spin up / spin down)	-0.10 / 0.14	eV
HOMO energy (spin up / spin down)	-7.92 / -8.19	eV
F_max	1.8	eV/A
E_tot	-15142.57980	eV
total charge	0
energy relative to the best compared isomer or geometry (same formula, charge and spin)	259.4	kJ/mol

=====

The following is a quantum chemistry calculation of C4H13N3 as an isolated structure in a non-equilibrium geometry, from the Open Molecules 2025 dataset.

Structure (XYZ):
```
20
Properties=species:S:1:pos:R:3:nbo_charge:R:1
C 0.35 -0.69 -0.71 -0.057
C 0.62 0.59 -0.04 -0.497
C -0.91 0.51 0.29 0.049
C -1.38 -0.60 0.97 0.132
N -0.73 -1.17 2.01 -0.668
N -1.55 1.79 -0.29 -0.667
N 2.90 -0.42 -1.64 -1.083
H 0.93 -1.51 -0.27 0.262
H 0.08 -0.96 -1.72 0.260
H 1.48 0.56 0.60 0.300
H 0.71 1.30 -0.90 0.246
H -2.40 -0.98 0.86 0.270
H 0.28 -1.13 1.98 0.416
H -1.21 -1.93 2.48 0.452
H -1.57 2.54 0.40 0.479
H -2.48 1.68 -0.73 0.471
H -0.95 2.09 -1.06 0.457
H 2.59 -1.14 -2.29 0.371
H 2.82 0.40 -2.23 0.390
H 3.80 -0.80 -1.35 0.417
```

E_LUMO	-8.95	eV
HOMO energy	-17.42	eV
F_max	3.6	eV/A
E_tot	-8808.11202	eV
total charge	+2
energy relative to the best compared isomer or geometry (same formula, charge and spin)	527.3	kJ/mol